(1)
This record from the OMol25 dataset describes a cluster of 2 separate species, C11H9FS2 in total at a distorted geometry. The level of theory is wB97M-V/def2-TZVPD.

Structure (XYZ):
```
23
Properties=species:S:1:pos:R:3
C -0.44 2.50 -0.21
C -0.27 -2.53 -0.06
C -1.68 3.01 0.02
C -1.42 -3.18 0.17
C -0.49 1.08 -0.09
C -0.37 -1.13 0.14
C -1.71 0.66 0.34
C -1.70 -0.74 0.31
C 0.41 0.01 -0.22
C 2.54 0.20 0.95
C 1.83 -0.08 -0.42
F -0.65 0.25 -2.57
S -2.91 1.94 0.44
S -2.76 -2.10 0.34
H 0.41 3.13 -0.48
H 0.67 -3.17 -0.40
H -1.86 4.04 -0.02
H -1.57 -4.29 0.02
H 2.74 1.29 1.08
H 3.42 -0.34 1.12
H 1.81 -0.10 1.59
H 2.02 -1.08 -0.87
H 1.99 0.63 -1.17
```

Computed properties:
2S+1: 1
gap between HOMO and LUMO (spin up / spin down): 5.755 / 5.718 eV
molecular weight: 224.33 g mol⁻¹
maximum force: 0.079 Eh/bohr
E_LUMO (spin up / spin down): -2.3 / -2.4 eV
HOMO energy (spin up / spin down): -0.29767 / -0.29709 Eh

Mulliken atomic charge list, values in e, 2 entries:
1. C -1.002
2. C -0.588

---

(2)
This record from the OMol25 dataset describes a structure of composition C11H9MnN4O2S2SbSe4. The level of theory is wB97M-V/def2-TZVPD.

Structure (XYZ):
```
34
Properties=species:S:1:pos:R:3
Mn -0.02 0.43 0.44
N 0.37 6.61 -3.11
C -0.01 5.90 -1.96
C -1.21 6.20 -1.32
C -1.62 5.46 -0.22
C -0.83 4.43 0.26
C 0.37 4.12 -0.37
C 0.77 4.85 -1.48
S -1.33 3.50 1.68
O -0.22 3.51 2.60
O -2.58 4.07 2.12
N -1.49 1.98 1.20
C -2.37 1.61 0.23
N -2.30 0.27 0.00
C -2.96 -0.21 -1.03
C -3.77 0.60 -1.82
C -3.82 1.93 -1.47
N -3.13 2.46 -0.47
H 0.03 7.56 -3.13
H 1.37 6.58 -3.28
H -1.84 7.00 -1.70
H -2.56 5.66 0.27
H 0.98 3.30 -0.02
H 1.69 4.58 -1.99
H -2.83 -1.27 -1.23
H -4.32 0.20 -2.67
H -4.42 2.63 -2.04
Se -0.62 -6.04 1.50
Sb 1.36 -4.70 1.23
Se 1.08 0.80 -1.74
Se 1.17 -1.41 -0.74
Se 2.73 -4.83 3.22
S 2.98 1.12 2.44
C 1.74 0.93 1.59
```

Computed properties:
<S²>: 8.78
2S+1: 6
gap between HOMO and LUMO (spin up / spin down): 5.671 / 5.419 eV
net charge: -2
molecular weight: 785.89 g mol⁻¹
maximum force: 0.009 Eh/bohr
E_LUMO (spin up / spin down): 4.1 / 3.9 eV
HOMO energy (spin up / spin down): -0.05937 / -0.05621 Eh

Mulliken atomic charge list, values in e, 2 entries:
1. Mn 0.066
2. N -0.616

---

(3)
This record from the OMol25 dataset describes an isolated molecule of C11H9N3O6S at a distorted geometry. The level of theory is wB97M-V/def2-TZVPD.

Structure (XYZ):
```
30
Properties=species:S:1:pos:R:3
O 3.29 2.47 4.19
O 1.83 -2.66 -1.24
O 2.67 -0.71 -2.33
O 2.43 0.71 5.16
N -4.49 0.25 -2.08
O -1.07 -0.71 -1.01
O -5.23 -0.13 0.44
C -3.53 -0.12 -1.29
C -1.63 -0.01 -3.02
C -0.23 -0.26 -3.06
C -2.13 -0.29 -1.74
C 0.06 -0.67 -1.81
C 1.77 -0.40 2.69
C 2.92 1.43 1.59
C 1.56 -1.01 1.46
C 2.69 0.84 0.37
C 2.51 0.79 2.83
C 2.03 -0.40 0.30
N -3.88 -0.34 0.04
N 2.78 1.33 4.12
S 1.74 -1.19 -1.32
H -4.26 0.38 -3.05
H -5.76 0.13 -0.35
H -2.22 0.44 -3.81
H 0.48 -0.14 -3.88
H 1.46 -0.91 3.60
H 3.47 2.37 1.63
H 1.01 -1.96 1.43
H 2.93 1.40 -0.55
H -3.19 -0.62 0.71
```

Computed properties:
structure (SMILES): [H]/N=C(/NO)c1ccc(S(=O)(=O)c2ccc([N+](=O)[O-])cc2)o1
2S+1: 1
gap between HOMO and LUMO: 7.334 eV
molecular weight: 311.27 g mol⁻¹
maximum force: 0.086 Eh/bohr
E_LUMO: -1.9 eV
HOMO energy: -0.33758 Eh

Mulliken atomic charge list, values in e, 2 entries:
1. O -0.553
2. O -0.656

---

(4)
This record from the OMol25 dataset describes an isolated molecule of C11H9NO at a distorted geometry. The level of theory is wB97M-V/def2-TZVPD.

Structure (XYZ):
```
22
Properties=species:S:1:pos:R:3
C 0.70 1.09 0.03
C 1.32 0.87 -1.23
C 2.83 0.56 -1.36
C 3.58 0.64 -0.20
C 2.84 0.83 1.05
C 1.47 0.80 1.26
C -1.44 -0.16 -0.15
C -1.17 -1.46 0.38
C -2.33 -2.18 0.61
C -3.85 -0.55 -0.19
C -2.73 0.34 -0.46
H 0.65 1.30 -2.20
H 3.25 0.80 -2.50
H 4.80 0.76 -0.20
H 3.18 0.63 2.04
H 1.01 0.85 2.25
H -0.11 -1.89 0.93
H -2.12 -3.29 0.85
H -4.93 -0.56 -0.42
H -2.73 1.32 -0.72
N -3.63 -1.85 0.32
O -0.60 1.14 -0.09
```

Computed properties:
structure (SMILES): c1ccc(Oc2ccncc2)cc1
2S+1: 1
gap between HOMO and LUMO: 9.301 eV
molecular weight: 171.20 g mol⁻¹
maximum force: 0.108 Eh/bohr
E_LUMO: 0.4 eV
HOMO energy: -0.32642 Eh

Mulliken atomic charge list, values in e, 2 entries:
1. C 0.312
2. C 0.110

---

(5)
This record from the OMol25 dataset describes a structure of composition C12H10AuBF4I2NO at a distorted geometry. The level of theory is wB97M-V/def2-TZVPD.

Structure (XYZ):
```
32
Properties=species:S:1:pos:R:3
Au 1.44 -0.40 3.26
I -0.24 -2.13 2.34
C 0.50 -1.96 0.31
C 1.17 -3.06 -0.16
C 1.83 -3.00 -1.39
C 1.84 -1.83 -2.10
C 1.15 -0.69 -1.65
C 1.19 0.51 -2.37
C 0.45 1.60 -1.99
C -0.38 1.50 -0.87
C -0.42 0.35 -0.12
C 0.38 -0.77 -0.44
H 1.22 -3.96 0.44
H 2.35 -3.87 -1.76
H 2.38 -1.75 -3.04
H 1.84 0.57 -3.24
H 0.51 2.53 -2.53
H -0.98 2.35 -0.57
F 2.35 0.62 1.11
B 2.39 1.88 1.79
F 1.11 2.37 1.77
F 2.65 1.45 3.16
F 3.32 2.69 1.30
N -3.09 -0.69 0.13
C -2.57 0.29 0.89
O -1.23 0.33 1.01
C -3.34 1.21 1.56
I -3.96 3.08 -0.47
H -2.51 -1.42 -0.25
H -4.09 -0.78 0.01
H -2.87 1.95 2.18
H -4.40 1.05 1.70
```

Computed properties:
2S+1: 1
gap between HOMO and LUMO (spin up / spin down): 4.413 / 4.408 eV
net charge: +1
molecular weight: 721.80 g mol⁻¹
maximum force: 0.091 Eh/bohr
E_LUMO (spin up / spin down): -7.3 / -7.3 eV
HOMO energy (spin up / spin down): -0.43087 / -0.43087 Eh

Mulliken atomic charge list, values in e, 2 entries:
1. Au 0.602
2. I 0.033

---

(6)
This record from the OMol25 dataset describes a structure of composition C12H10BF6N3Pd. The level of theory is wB97M-V/def2-TZVPD.

Structure (XYZ):
```
33
Properties=species:S:1:pos:R:3
Pd -1.51 0.09 -0.06
C 3.27 -0.14 -3.32
C 3.80 -0.37 -2.05
C 2.96 -0.45 -0.96
C 1.59 -0.31 -1.15
C 1.06 -0.07 -2.41
C 1.91 0.01 -3.50
N 0.67 -0.37 -0.07
N 1.13 -0.72 1.03
C 0.18 -0.79 2.07
C 0.65 -0.99 3.35
C -0.25 -1.04 4.40
C -1.60 -0.90 4.12
C -2.01 -0.72 2.81
N -1.13 -0.67 1.80
H 3.94 -0.06 -4.17
H 4.87 -0.47 -1.92
H 3.35 -0.62 0.03
H -0.01 0.07 -2.53
H 1.50 0.21 -4.48
H 1.72 -1.09 3.50
H 0.09 -1.18 5.41
H -2.35 -0.93 4.90
H -3.05 -0.62 2.55
F -2.11 3.41 -2.01
B -1.09 2.51 -1.89
F -1.73 1.12 -1.89
F -0.22 2.50 -2.96
F -0.43 2.57 -0.67
F -4.03 1.02 0.70
C -3.45 0.04 -0.05
F -3.91 -1.15 0.47
H -3.79 0.12 -1.08
```

Computed properties:
2S+1: 1
gap between HOMO and LUMO: 7.695 eV
molecular weight: 427.45 g mol⁻¹
maximum force: 0.012 Eh/bohr
E_LUMO: -1.9 eV
HOMO energy: -0.35285 Eh

Mulliken atomic charge list, values in e, 2 entries:
1. Pd 0.555
2. C -0.394

---

(7)
This record from the OMol25 dataset describes a structure of composition C12H10BrCdF5 at a distorted geometry. The level of theory is wB97M-V/def2-TZVPD.

Structure (XYZ):
```
29
Properties=species:S:1:pos:R:3
C -0.44 -0.38 -2.72
C -0.20 0.99 -2.57
C 1.07 1.15 -1.89
H -0.87 1.81 -2.87
C 1.62 -0.17 -1.73
C 0.68 -1.10 -2.19
H 0.79 -2.18 -2.22
H -1.33 -0.83 -3.16
H 1.64 2.09 -1.86
H 2.62 -0.40 -1.38
Cd 0.58 1.81 0.30
Br -1.39 3.41 0.38
C -1.91 -0.73 1.93
C -1.46 -1.92 1.32
C -2.16 -2.09 0.09
H -0.69 -2.58 1.69
C -3.06 -0.98 -0.04
C -2.88 -0.13 1.09
H -3.33 0.85 1.22
H -1.56 -0.30 2.86
H -1.98 -2.86 -0.65
H -3.69 -0.75 -0.92
F 2.18 -0.82 1.00
C 1.71 0.32 1.65
F 1.23 -0.13 2.85
C 2.93 1.25 1.91
F 3.83 0.69 2.73
F 3.55 1.52 0.70
F 2.54 2.47 2.46
```

Computed properties:
2S+1: 1
gap between HOMO and LUMO: 4.990 eV
net charge: -2
molecular weight: 441.52 g mol⁻¹
maximum force: 0.040 Eh/bohr
E_LUMO: 5.3 eV
HOMO energy: 0.00983 Eh

Mulliken atomic charge list, values in e, 2 entries:
1. C -0.248
2. C -0.768

---

(8)
This record from the OMol25 dataset describes an isolated molecule of C12H10BrCl at a distorted geometry. The level of theory is wB97M-V/def2-TZVPD.

Structure (XYZ):
```
24
Properties=species:S:1:pos:R:3
C -0.58 -2.47 0.64
C -1.47 -1.51 0.93
C 0.66 -2.20 -0.04
C -2.10 0.86 0.96
C -1.23 -0.12 0.61
C 0.01 0.12 -0.08
C 0.94 -0.94 -0.40
C 0.49 1.25 -0.59
C -1.89 2.35 0.84
C 2.09 -0.35 -1.17
C 1.73 1.16 -1.36
C -1.13 2.87 -0.35
Cl -0.34 4.39 -0.11
Br -2.04 2.74 -2.03
H -0.77 -3.49 0.94
H -2.39 -1.75 1.45
H 1.32 -3.03 -0.26
H -3.00 0.58 1.47
H -2.87 2.84 0.87
H -1.35 2.68 1.74
H 3.03 -0.46 -0.63
H 2.21 -0.84 -2.14
H 1.56 1.40 -2.41
H 2.51 1.83 -1.00
```

Computed properties:
2S+1: 1
gap between HOMO and LUMO (spin up / spin down): 7.190 / 7.190 eV
molecular weight: 269.57 g mol⁻¹
maximum force: 0.087 Eh/bohr
E_LUMO (spin up / spin down): -0.1 / -0.1 eV
HOMO energy (spin up / spin down): -0.26628 / -0.26627 Eh

Mulliken atomic charge list, values in e, 2 entries:
1. C -0.446
2. C -1.130

---

(9)
This record from the OMol25 dataset describes a structure of composition C12H10BrCrN3 at a distorted geometry. The level of theory is wB97M-V/def2-TZVPD.

Structure (XYZ):
```
27
Properties=species:S:1:pos:R:3
C -1.55 -0.83 -0.83
C -1.45 -1.35 0.49
C -1.59 -0.24 1.40
H -1.33 -2.41 0.75
C -1.64 0.96 0.62
C -1.64 0.60 -0.74
H -1.60 1.36 -1.52
H -1.57 -1.46 -1.68
H -1.88 -0.34 2.44
H -1.70 1.98 0.97
Cr 0.45 -0.04 -0.37
Br 2.64 -0.79 0.49
C 1.88 0.65 -1.88
C 0.80 1.42 -2.41
C -0.17 0.51 -2.92
H 0.77 2.50 -2.49
C 0.31 -0.82 -2.75
C 1.57 -0.76 -2.11
H 2.21 -1.61 -2.01
H 2.84 1.06 -1.61
H -1.15 0.80 -3.35
H -0.19 -1.74 -3.06
N 0.57 0.25 2.16
C 0.76 0.22 3.33
N 1.19 0.13 4.49
C 0.82 0.04 5.71
N 0.64 -0.08 6.88
```

Computed properties:
<S²>: 6.04
2S+1: 5
gap between HOMO and LUMO (spin up / spin down): 5.164 / 5.787 eV
net charge: -2
molecular weight: 328.13 g mol⁻¹
maximum force: 0.093 Eh/bohr
E_LUMO (spin up / spin down): 5.4 / 5.3 eV
HOMO energy (spin up / spin down): 0.00750 / -0.01677 Eh

Mulliken atomic charge list, values in e, 2 entries:
1. C -0.664
2. C -0.657

---

(10)
This record from the OMol25 dataset describes a structure of composition C12H10Cl4EuO2 at a distorted geometry. The level of theory is wB97M-V/def2-TZVPD.

Structure (XYZ):
```
29
Properties=species:S:1:pos:R:3
C -3.65 0.51 0.18
C -2.69 1.57 0.09
C -1.78 1.45 1.20
H -2.71 2.40 -0.64
C -2.19 0.31 1.97
C -3.36 -0.26 1.35
H -3.93 -1.12 1.71
H -4.48 0.34 -0.52
H -0.97 2.15 1.44
H -1.70 -0.05 2.89
Eu -0.99 -0.78 -0.32
Cl -2.06 -0.97 -2.64
C 2.78 0.92 -2.20
C 3.22 1.08 -0.85
C 2.87 2.40 -0.42
H 3.76 0.34 -0.26
C 2.21 3.05 -1.51
C 2.16 2.14 -2.61
H 1.75 2.35 -3.60
H 2.94 0.04 -2.82
H 3.10 2.84 0.55
H 1.84 4.08 -1.51
Cl 0.19 -5.37 0.51
C 0.09 -3.90 1.47
Cl -1.60 -3.13 1.23
Cl 0.44 -4.05 3.16
C 1.33 -2.98 0.86
O 2.45 -3.40 1.11
O 0.98 -1.94 0.17
```

Computed properties:
<S²>: 12.02
2S+1: 7
gap between HOMO and LUMO (spin up / spin down): 2.502 / 4.718 eV
net charge: -1
molecular weight: 479.99 g mol⁻¹
maximum force: 0.042 Eh/bohr
E_LUMO (spin up / spin down): -0.4 / 1.8 eV
HOMO energy (spin up / spin down): -0.10625 / -0.10631 Eh

Mulliken atomic charge list, values in e, 2 entries:
1. C -0.461
2. C -0.364

---

(11)
This record from the OMol25 dataset describes a structure of composition C12H10Cl4MoO2 at a distorted geometry. The level of theory is wB97M-V/def2-TZVPD.

Structure (XYZ):
```
29
Properties=species:S:1:pos:R:3
C 2.21 0.42 1.88
C 3.08 -0.21 0.92
C 2.43 -1.40 0.45
H 4.08 0.10 0.64
C 1.16 -1.51 1.12
C 1.02 -0.38 1.99
H 0.16 -0.18 2.62
H 2.40 1.35 2.41
H 2.86 -2.15 -0.20
H 0.48 -2.36 1.06
Mo 1.24 0.38 -0.07
Cl 1.48 2.62 -0.48
C -0.82 0.41 -2.59
C -1.00 -0.87 -1.98
C 0.26 -1.53 -1.92
H -1.95 -1.28 -1.63
C 1.26 -0.62 -2.46
C 0.56 0.57 -2.88
H 1.04 1.43 -3.35
H -1.61 1.12 -2.81
H 0.45 -2.54 -1.57
H 2.31 -0.85 -2.62
Cl -3.75 3.07 1.70
C -3.87 1.30 1.69
Cl -4.52 0.70 3.25
Cl -4.90 0.76 0.36
C -2.33 0.67 1.51
O -1.56 1.17 2.35
O -2.17 -0.18 0.62
```

Computed properties:
<S²>: 2.50
2S+1: 3
gap between HOMO and LUMO (spin up / spin down): 5.466 / 6.599 eV
molecular weight: 423.96 g mol⁻¹
maximum force: 0.115 Eh/bohr
E_LUMO (spin up / spin down): -3.0 / -1.9 eV
HOMO energy (spin up / spin down): -0.31177 / -0.31276 Eh

Mulliken atomic charge list, values in e, 2 entries:
1. C -0.966
2. C -0.238

---

(12)
This record from the OMol25 dataset describes a structure of composition C12H10ClF3FeO2 at a distorted geometry. The level of theory is wB97M-V/def2-TZVPD.

Structure (XYZ):
```
29
Properties=species:S:1:pos:R:3
C 1.52 -2.23 2.40
C 1.59 -2.32 0.97
C 0.24 -2.30 0.47
H 2.50 -2.39 0.38
C -0.64 -2.26 1.60
C 0.15 -2.22 2.78
H -0.23 -2.23 3.81
H 2.38 -2.25 3.09
H -0.06 -2.39 -0.58
H -1.73 -2.31 1.55
Fe 0.72 -0.25 1.49
Cl 2.13 0.52 3.02
C 0.73 2.48 -2.96
C -0.50 1.83 -3.29
C -0.19 0.61 -3.96
H -1.50 2.22 -3.09
C 1.23 0.49 -4.03
C 1.80 1.65 -3.41
H 2.86 1.87 -3.32
H 0.83 3.44 -2.46
H -0.91 -0.10 -4.36
H 1.78 -0.32 -4.49
F -2.30 2.13 3.46
C -2.33 1.07 2.61
F -1.70 0.04 3.26
F -3.64 0.69 2.46
C -1.71 1.44 1.20
O -2.17 2.46 0.71
O -0.81 0.63 0.71
```

Computed properties:
<S²>: 8.77
2S+1: 6
gap between HOMO and LUMO (spin up / spin down): 5.358 / 2.713 eV
net charge: -1
molecular weight: 334.50 g mol⁻¹
maximum force: 0.034 Eh/bohr
E_LUMO (spin up / spin down): 2.6 / 0.2 eV
HOMO energy (spin up / spin down): -0.10132 / -0.09118 Eh

Mulliken atomic charge list, values in e, 2 entries:
1. C -0.730
2. C -0.443